one:
DFT (the ωB97M-V functional and the def2-TZVPD basis) results for an isolated ion of composition C7H14N and charge +1.

frontier orbital gap = 11.059 eV
charge = +1
E_HOMO = -14.2 eV
lowest unoccupied orbital energy = -3.2 eV

XYZ file:
```
22
Properties=species:S:1:pos:R:3:nbo_charge:R:1
C -0.70 -0.98 -1.38 -0.11
C 0.63 -0.89 -1.45 -0.28
C -0.82 -0.13 -0.05 -0.06
C 0.78 -0.20 -0.06 0.19
C -1.37 1.32 -0.41 -0.61
C -1.51 -0.70 1.09 -0.63
C 1.62 -0.93 0.94 -0.67
N 1.40 1.33 -0.09 -0.73
H -1.55 -1.45 -2.07 0.26
H 1.21 -1.19 -2.32 0.25
H -2.43 1.23 -0.43 0.26
H -0.92 1.67 -1.27 0.21
H -1.08 2.17 0.35 0.19
H -1.18 -0.13 1.92 0.22
H -1.33 -1.79 1.28 0.23
H -2.53 -0.60 0.81 0.23
H 1.95 -0.50 1.88 0.24
H 2.48 -1.16 0.52 0.23
H 1.02 -1.85 1.09 0.25
H 2.17 1.48 0.49 0.43
H 0.52 1.88 0.20 0.45
H 1.64 1.46 -1.03 0.43
```

---

two:
DFT (the ωB97M-V functional and the def2-TZVPD basis) results for an isolated ion of composition C7H14N and charge +1.

frontier orbital gap (spin up / spin down) = 6.359 / 9.772 eV
charge = +1
E_HOMO (spin up / spin down) = -11.3 / -13.7 eV
lowest unoccupied orbital energy (spin up / spin down) = -4.9 / -3.9 eV

XYZ file:
```
22
Properties=species:S:1:pos:R:3:nbo_charge:R:1
C 0.32 3.05 -1.08 -0.27
C -0.07 1.80 -0.71 -0.31
C 0.80 0.90 -0.13 -0.15
C -1.08 -1.14 0.47 0.06
C 0.42 -0.62 0.00 -0.11
C 0.47 -1.32 -1.32 -0.60
C 1.42 -1.23 1.10 -0.62
N -2.09 -0.29 1.20 -0.74
H -0.20 3.83 -1.69 0.22
H 1.10 3.53 -0.58 0.19
H -0.99 1.39 -1.14 0.19
H 1.82 1.15 0.25 0.23
H -1.64 -1.93 0.02 0.19
H -0.23 -0.90 -1.99 0.22
H 0.14 -2.29 -0.95 0.21
H 1.58 -1.21 -1.55 0.24
H 1.37 -2.36 0.98 0.22
H 1.27 -1.03 2.16 0.23
H 2.45 -0.89 0.93 0.23
H -2.84 -0.97 1.40 0.45
H -2.34 0.45 0.54 0.46
H -1.69 0.09 2.10 0.46
```

---

Which one is most stable, and which one is least stable? one is the most stable of them, while two is the least stable.

---

one:
DFT (the ωB97M-V functional and the def2-TZVPD basis) results for an isolated ion of composition C7H14N and charge +1.

frontier orbital gap = 8.414 eV
charge = +1
E_HOMO = -12.9 eV
lowest unoccupied orbital energy = -4.5 eV

XYZ file:
```
22
Properties=species:S:1:pos:R:3:nbo_charge:R:1
C -1.56 -1.24 0.88 -0.66
C -1.60 0.17 0.28 -0.16
C 0.41 -0.29 -1.18 -0.58
C 1.27 -1.25 -0.44 0.31
C -0.69 0.68 -0.56 0.01
C -1.01 1.94 -1.42 -0.67
C 1.78 0.42 1.38 -0.45
N 1.82 -0.86 0.65 -0.42
H -0.74 -1.94 0.57 0.19
H -2.40 -1.68 0.33 0.25
H -2.36 0.83 0.68 0.23
H 0.92 0.41 -1.83 0.29
H 0.00 -0.95 -1.92 0.26
H 1.50 -2.26 -0.80 0.26
H -0.49 1.97 -2.44 0.23
H -0.92 2.77 -0.74 0.24
H -2.12 1.81 -1.72 0.24
H 0.90 0.39 2.11 0.25
H 2.65 0.45 2.11 0.24
H 1.80 1.30 0.81 0.24
H -1.61 -1.28 1.96 0.24
H 2.44 -1.39 1.29 0.45
```

---

two:
DFT (the ωB97M-V functional and the def2-TZVPD basis) results for an isolated ion of composition C7H14N and charge +1.

frontier orbital gap = 6.332 eV
charge = +1
E_HOMO = -13.6 eV
lowest unoccupied orbital energy = -7.2 eV

XYZ file:
```
22
Properties=species:S:1:pos:R:3:nbo_charge:R:1
C -2.65 0.65 -0.95 -0.64
C -1.16 0.37 -1.05 -0.06
C -0.70 -0.69 -0.02 -0.43
C 0.79 -0.87 -0.04 -0.12
C 1.40 -2.01 -0.42 -0.25
C 2.00 0.25 1.97 -0.73
C 1.63 0.20 0.54 0.28
N -0.47 1.63 -0.79 -0.74
H -3.36 -0.11 -1.22 0.25
H -3.09 0.99 0.03 0.23
H -2.80 1.57 -1.56 0.23
H -0.88 0.06 -2.07 0.22
H -0.91 -0.46 1.03 0.23
H -1.21 -1.63 -0.20 0.24
H 2.48 -1.97 -0.39 0.21
H 0.80 -2.77 -0.90 0.25
H 1.25 0.75 2.58 0.30
H 3.03 0.57 2.06 0.27
H 2.46 0.30 -0.17 0.23
H 0.47 1.61 -0.40 0.34
H -1.03 2.35 -0.34 0.39
H 1.95 -0.78 2.33 0.30
```

---

Which one is most stable, and which one is least stable? one is the most stable of them, while two is the least stable.

---

one:
DFT (the ωB97M-V functional and the def2-TZVPD basis) results for an isolated ion of composition C7H14N and charge +1.

frontier orbital gap = 9.384 eV
charge = +1
E_HOMO = -12.7 eV
lowest unoccupied orbital energy = -3.3 eV

XYZ file:
```
22
Properties=species:S:1:pos:R:3:nbo_charge:R:1
C 2.29 -0.13 -1.46 -0.33
C 0.82 0.88 1.71 -0.38
C 1.91 0.59 -0.37 -0.27
C 0.82 0.28 0.49 -0.05
C -0.72 -1.74 1.12 -0.62
C -1.43 1.13 -1.27 -0.43
C -0.45 -0.71 0.06 -0.06
N -1.67 0.15 -0.14 -0.53
H 3.06 0.14 -2.17 0.22
H 1.79 -0.99 -1.84 0.18
H 0.09 0.56 2.50 0.20
H 1.75 1.28 2.14 0.24
H 2.50 1.52 -0.14 0.24
H -1.02 -1.25 2.01 0.21
H 0.20 -2.38 1.36 0.27
H -1.48 -2.30 0.80 0.21
H -1.95 0.90 -2.24 0.26
H -1.74 2.09 -0.86 0.24
H -0.39 1.23 -1.46 0.25
H -0.23 -1.29 -0.80 0.23
H -1.69 0.63 0.81 0.46
H -2.46 -0.61 -0.23 0.46
```

---

two:
DFT (the ωB97M-V functional and the def2-TZVPD basis) results for an isolated ion of composition C7H14N and charge +1.

frontier orbital gap = 8.656 eV
charge = +1
E_HOMO = -13.1 eV
lowest unoccupied orbital energy = -4.4 eV

XYZ file:
```
22
Properties=species:S:1:pos:R:3:nbo_charge:R:1
C -1.67 -1.45 0.30 -0.68
C -1.73 0.07 0.25 -0.09
C 0.58 0.39 0.99 -0.51
C 1.42 0.66 -0.21 0.31
C -0.68 0.92 0.35 -0.04
C -0.89 2.38 0.18 -0.64
C 1.75 -1.71 -0.78 -0.48
N 1.84 -0.27 -1.06 -0.47
H -0.74 -1.90 0.62 0.21
H -2.10 -1.78 -0.69 0.25
H -2.65 0.59 0.05 0.22
H 0.51 -0.59 1.40 0.26
H 0.83 1.20 1.87 0.27
H 1.59 1.71 -0.55 0.24
H -1.16 2.80 1.08 0.24
H -1.82 2.43 -0.42 0.24
H -0.08 2.87 -0.28 0.21
H 2.61 -2.25 -1.25 0.26
H 1.98 -2.00 0.32 0.25
H 0.80 -2.25 -1.13 0.25
H -2.42 -1.91 0.97 0.25
H 2.01 0.08 -2.01 0.44
```

---

three:
DFT (the ωB97M-V functional and the def2-TZVPD basis) results for C7H14N as an isolated structure.

frontier orbital gap = 9.796 eV
charge = +1
E_HOMO = -13.3 eV
lowest unoccupied orbital energy = -3.5 eV

XYZ file:
```
22
Properties=species:S:1:pos:R:3:nbo_charge:R:1
C -0.70 -0.09 1.57 -0.13
C 0.65 -0.12 1.51 -0.28
C -1.00 -0.08 0.12 0.13
C 0.98 0.06 0.08 0.05
C -1.27 -1.47 -0.40 -0.66
C -1.77 0.98 -0.56 -0.66
C 1.44 1.48 -0.20 -0.69
N 1.75 -1.07 -0.50 -0.74
H -1.34 0.11 2.33 0.23
H 1.38 0.01 2.30 0.22
H -1.47 -1.39 -1.38 0.22
H -2.18 -1.79 -0.02 0.25
H -0.61 -2.24 -0.08 0.21
H -2.79 0.90 -0.44 0.25
H -1.65 0.69 -1.62 0.22
H -1.43 2.00 -0.45 0.24
H 1.42 1.82 -1.22 0.24
H 2.29 1.77 0.41 0.24
H 0.69 2.17 0.17 0.26
H 2.60 -0.62 -0.89 0.46
H 1.09 -1.46 -1.19 0.47
H 1.90 -1.66 0.45 0.48
```

---

Which one is most stable, and which one is least stable? two is the most stable of them, while three is the least stable.

---

one:
DFT (the ωB97M-V functional and the def2-TZVPD basis) results for one molecule with the formula C7H10O.

frontier orbital gap = 9.081 eV
E_HOMO = -8.7 eV
lowest unoccupied orbital energy = 0.4 eV

XYZ file:
```
18
Properties=species:S:1:pos:R:3:nbo_charge:R:1
C 0.77 1.62 0.31 -0.53
C 1.65 0.62 0.85 -0.36
C 0.63 -0.84 1.43 -0.44
C -1.58 -0.88 -1.75 -0.62
C -0.83 1.01 -0.31 0.61
C -0.83 -0.40 -0.53 -0.17
C -0.17 -1.25 0.32 -0.12
O -1.61 1.87 -0.58 -0.53
H 0.37 2.30 1.06 0.22
H 1.15 2.16 -0.57 0.22
H -0.12 -2.30 0.05 0.20
H 2.15 0.90 1.77 0.21
H 2.33 0.16 0.14 0.20
H 1.32 -1.60 1.80 0.22
H 0.08 -0.36 2.23 0.22
H -1.25 -1.88 -2.04 0.21
H -2.65 -0.90 -1.56 0.23
H -1.41 -0.22 -2.60 0.22
```

---

two:
DFT (the ωB97M-V functional and the def2-TZVPD basis) results for a 2-piece molecular cluster, C7H10O overall.

frontier orbital gap (spin up / spin down) = 7.072 / 8.214 eV
E_HOMO (spin up / spin down) = -7.0 / -7.6 eV
lowest unoccupied orbital energy (spin up / spin down) = 0.1 / 0.6 eV

XYZ file:
```
18
Properties=species:S:1:pos:R:3:nbo_charge:R:1
C -0.62 1.04 1.60 -0.40
C 1.63 -0.72 -1.39 -0.77
C 1.71 0.24 -0.24 0.56
C -0.63 0.84 0.17 0.00
C -0.46 -0.41 0.96 -0.33
C -1.16 1.29 -0.96 -0.40
C -1.31 -1.52 0.85 -0.35
O 2.53 1.03 0.07 -0.51
H 0.28 1.39 2.10 0.23
H -1.56 1.25 2.10 0.23
H 0.63 -0.63 1.13 0.24
H 2.56 -1.29 -1.42 0.24
H 1.54 -0.15 -2.31 0.25
H 0.77 -1.38 -1.27 0.24
H -1.49 2.32 -1.06 0.21
H -1.25 0.65 -1.83 0.20
H -2.05 -1.58 0.07 0.18
H -1.14 -2.39 1.46 0.19
```

---

Which one is most stable, and which one is least stable? one is the most stable of them, while two is the least stable.